[1]
A cluster of 2 separate species, C17H26NOS in total, computed with ωB97M-V/def2-TZVPD.

Geometry (Å):
C: -4.89 -1.61 -2.49
C: -4.69 -0.10 -2.62
C: -3.68 0.47 -1.62
N: -2.48 -0.35 -1.44
C: -1.36 0.24 -1.01
C: -0.11 -0.38 -1.00
C: 1.03 0.18 -0.44
C: 2.34 -0.38 -0.63
C: 3.45 0.16 0.08
C: 4.72 -0.40 -0.04
C: 4.93 -1.49 -0.90
C: 3.86 -2.02 -1.63
C: 2.59 -1.46 -1.52
C: -2.65 -1.80 -1.33
C: -3.58 -2.38 -2.38
H: -5.51 -1.82 -1.61
H: -5.45 -1.97 -3.37
H: -4.35 0.15 -3.63
H: -5.64 0.42 -2.46
H: -3.36 1.46 -1.94
H: -4.19 0.59 -0.64
H: -1.45 1.30 -0.74
H: -0.03 -1.36 -1.48
H: 0.94 1.10 0.15
H: 3.27 1.01 0.74
H: 5.55 0.03 0.53
H: 5.93 -1.93 -0.98
H: 4.02 -2.87 -2.29
H: 1.78 -1.85 -2.14
H: -1.67 -2.29 -1.42
H: -3.04 -2.05 -0.33
H: -3.79 -3.42 -2.11
H: -3.07 -2.40 -3.35
C: 3.01 2.61 3.01
S: 1.68 1.54 3.61
C: 0.79 2.63 4.76
C: 0.70 1.12 2.37
O: 2.28 0.45 4.38
H: 2.58 3.38 2.35
H: 3.51 3.07 3.87
H: 3.71 1.97 2.45
H: 0.10 3.27 4.20
H: 0.24 1.98 5.45
H: 1.52 3.24 5.32
H: 0.00 1.88 2.02
H: 0.49 0.06 2.24

Calculated values
HOMO energy: -10.5429 eV
Relative energy (zero: lowest compared OMol25 entry of this formula, charge and spin): 98.18 kcal per mole
Charge: +1
Multiplicity: 1

---

[2]
A cluster of 12 separate species, C24H39BBrN11O in total, computed with ωB97M-V/def2-TZVPD.

Geometry (Å):
C: 1.11 1.17 1.50
C: 0.54 2.70 1.72
O: -0.68 2.77 2.57
B: -1.85 2.43 1.71
Br: -3.46 1.39 2.31
H: 1.90 1.17 0.62
H: 1.59 0.79 2.51
H: 0.29 0.38 1.20
H: 0.43 3.29 0.70
H: 1.38 3.29 2.33
H: -1.78 2.79 0.58
C: 0.65 2.05 5.69
C: 2.06 1.92 5.15
N: 3.23 1.81 4.70
H: 0.67 2.43 6.72
H: 0.07 2.74 5.07
H: 0.16 1.07 5.69
C: 2.82 -1.64 -1.02
C: 1.44 -1.01 -1.10
N: 0.30 -0.48 -1.17
H: 2.88 -2.29 -0.13
H: 3.01 -2.25 -1.91
H: 3.59 -0.87 -0.95
C: -3.43 5.42 2.32
C: -4.08 6.70 2.81
N: -4.63 7.77 3.22
H: -3.33 5.45 1.23
H: -2.44 5.31 2.76
H: -4.04 4.56 2.60
C: -2.88 4.07 6.94
C: -2.43 2.79 7.62
N: -2.06 1.73 8.19
H: -2.17 4.88 7.15
H: -2.94 3.92 5.86
H: -3.87 4.37 7.31
C: -2.58 -2.71 -0.42
C: -2.13 -3.99 0.26
N: -1.76 -5.05 0.83
H: -1.87 -1.90 -0.22
H: -2.64 -2.86 -1.50
H: -3.57 -2.41 -0.05
C: -0.48 -0.53 -5.40
C: -0.03 -1.81 -4.72
N: 0.34 -2.88 -4.15
H: 0.23 0.27 -5.19
H: -0.54 -0.69 -6.48
H: -1.47 -0.24 -5.02
C: 2.11 -5.47 -5.14
C: 2.87 -5.74 -6.43
N: 3.50 -5.97 -7.50
H: 1.54 -6.35 -4.85
H: 2.81 -5.21 -4.35
H: 1.42 -4.63 -5.29
C: -5.88 6.66 -0.99
C: -5.43 5.38 -0.30
N: -5.06 4.32 0.26
H: -5.17 7.47 -0.78
H: -5.94 6.51 -2.07
H: -6.87 6.96 -0.61
C: 5.15 2.69 7.46
C: 5.39 1.88 8.73
N: 5.58 1.21 9.78
H: 6.09 2.81 6.92
H: 4.44 2.17 6.82
H: 4.75 3.67 7.72
C: 6.24 -7.29 -8.59
C: 7.65 -7.42 -9.14
N: 8.83 -7.53 -9.59
H: 6.27 -6.92 -7.57
H: 5.66 -6.60 -9.21
H: 5.75 -8.27 -8.60
C: -2.64 -5.80 -4.70
C: -3.29 -4.52 -4.21
N: -3.83 -3.46 -3.79
H: -2.54 -5.78 -5.79
H: -1.65 -5.91 -4.26
H: -3.25 -6.67 -4.42

Calculated values
HOMO energy: -10.9229 eV
SMILES string: CCOBBr.CC#N.CC#N.CC#N.CC#N.CC#N.CC#N.CC#N.CC#N.CC#N.CC#N.CC#N
Multiplicity: 1

---

> The lowest HOMO energy belongs to which entry?

C24H39BBrN11O

---

> Number 2 is which compound?

C24H39BBrN11O